# C22H46BFIN6O5S

A 5-piece molecular cluster, C22H46BFIN6O5S overall in a non-equilibrium geometry (ωB97M-V/def2-TZVPD, the OMol25 dataset).

Geometry as ORCA input:
```
! RIJCOSX wB97M-V def2-TZVPD def2/J DEFGRID3
* xyz 1 1
C 0.57592 -2.95160 0.66629
C -0.54764 -1.81910 1.05287
B -1.53737 -1.41063 -0.23850
O -1.84849 -2.32939 -1.36045
C -2.17413 0.13756 -0.14893
N -1.92837 1.33525 -1.05919
C -2.76100 2.40646 -0.38974
S -2.65873 4.07669 -1.23309
N -3.48274 1.92494 0.84970
C -4.33602 2.84673 1.69219
C -3.28042 3.78094 2.58721
F -1.99248 3.00512 2.69323
C -3.19566 0.46727 1.13374
C -3.66014 -0.54310 2.33766
C -5.23798 -0.43948 2.76751
C -6.28937 -0.24675 1.52467
I -5.76360 -2.37134 3.74328
H 1.05943 -3.30481 1.69820
H 1.46158 -2.50159 0.03389
H 0.11787 -3.91390 0.18277
H 0.04170 -0.81275 1.30602
H -1.16450 -2.13970 2.00372
H -2.49298 -3.04408 -1.04563
H -1.31108 1.38440 -1.90188
H -1.28491 4.44987 -1.07806
H -5.15001 2.31654 2.34443
H -4.86300 3.59851 0.93245
H -3.68909 3.96408 3.68517
H -3.00568 4.77467 2.02139
H -3.46543 -1.68733 2.05831
H -3.00127 -0.35907 3.31469
H -5.31827 0.36739 3.61647
H -6.58104 0.88519 1.45959
H -7.27485 -0.83718 1.82487
H -5.91127 -0.70150 0.49865
C 4.65539 -2.79102 2.26355
C 4.57098 -2.75093 0.76073
O 3.69464 -2.12230 0.17368
N 5.50952 -3.44301 0.05490
C 6.60495 -4.23208 0.56903
H 3.84556 -2.19636 2.69592
H 4.55346 -3.82145 2.61570
H 5.60857 -2.36977 2.59527
H 5.39477 -3.37388 -0.94828
H 7.53682 -3.81317 0.18201
H 6.48918 -5.25461 0.20244
H 6.63801 -4.24063 1.65958
C -3.20662 8.57396 0.47411
C -2.50507 8.18682 1.74892
O -3.11177 7.73069 2.71413
N -1.15403 8.35857 1.80574
C -0.28013 8.87676 0.77874
H -4.27954 8.38384 0.56944
H -3.06075 9.63977 0.27672
H -2.82280 7.97833 -0.35893
H -0.74668 8.07909 2.68907
H 0.46214 8.10989 0.54507
H 0.22581 9.75964 1.17611
H -0.81869 9.14746 -0.13073
C -7.10662 -0.15146 -4.14284
C -6.40507 -0.53861 -2.86803
O -7.01177 -0.99474 -1.90282
N -5.05403 -0.36685 -2.81121
C -4.18013 0.15134 -3.83821
H -8.17954 -0.34158 -4.04751
H -6.96075 0.91435 -4.34023
H -6.72280 -0.74710 -4.97588
H -4.64668 -0.64633 -1.92788
H -3.43786 -0.61553 -4.07187
H -3.67419 1.03422 -3.44084
H -4.71869 0.42204 -4.74768
C 9.21214 -6.61480 -2.16501
C 9.66718 -5.21515 -1.84702
O 8.89108 -4.26364 -1.83828
N 10.98719 -5.02724 -1.56368
C 12.03791 -6.01797 -1.52655
H 8.13787 -6.61717 -2.37075
H 9.73462 -6.98466 -3.05181
H 9.40202 -7.27199 -1.31172
H 11.22494 -4.06490 -1.35946
H 12.47227 -6.01559 -0.52407
H 12.80248 -5.73043 -2.25189
H 11.67578 -7.02011 -1.76113
*
```

**HOMO-LUMO gap**: 6.863 eV
**DFT total energy**: -2390.78502 hartree